{"formula": "C14H23O7P", "method": "the ωB97M-V functional and the def2-TZVPD basis", "species": ["C", "C", "O", "P", "O", "O", "C", "C", "C", "O", "C", "C", "C", "O", "C", "C", "O", "C", "C", "O", "C", "C", "H", "H", "H", "H", "H", "H", "H", "H", "H", "H", "H", "H", "H", "H", "H", "H", "H", "H", "H", "H", "H", "H", "H"], "coordinates": [[-5.839, -0.071, 0.621], [-4.391, 0.289, 0.909], [-3.561, -0.712, 0.324], [-2.029, -0.475, -0.079], [-1.530, -1.614, -0.842], [-1.990, 0.943, -0.871], [-1.981, 0.894, -2.292], [-3.376, 0.663, -2.847], [-1.121, 0.065, 1.457], [-1.661, 1.264, 1.926], [0.329, 0.100, 1.070], [0.967, -1.110, 0.831], [2.273, -1.133, 0.372], [2.956, -2.287, 0.123], [2.264, -3.510, 0.228], [2.975, 0.070, 0.146], [4.286, 0.071, -0.290], [4.587, -0.683, -1.448], [2.333, 1.283, 0.418], [2.848, 2.536, 0.291], [4.159, 2.759, -0.180], [1.010, 1.279, 0.871], [-6.061, -1.057, 1.018], [-6.017, -0.083, -0.452], [-6.498, 0.659, 1.084], [-4.207, 0.321, 1.987], [-4.144, 1.267, 0.485], [-1.315, 0.087, -2.613], [-1.575, 1.857, -2.616], [-3.347, 0.662, -3.933], [-3.741, -0.301, -2.498], [-4.054, 1.444, -2.509], [-1.294, -0.686, 2.235], [-1.557, 1.920, 1.224], [0.422, -2.022, 0.999], [2.969, -4.271, -0.104], [1.378, -3.525, -0.412], [1.972, -3.716, 1.262], [3.807, -0.574, -2.207], [4.718, -1.742, -1.217], [5.524, -0.274, -1.828], [4.271, 2.452, -1.223], [4.303, 3.837, -0.105], [4.902, 2.244, 0.430], [0.562, 2.240, 1.067]], "charge": 0, "homo_ev": -8.164, "orbital_gap_ev": 8.94, "e_tot_ev": -38513.0870, "fmax_ev_per_a": 1.206, "lumo_energy_ev": 0.78, "smiles": "CCOP(=O)(OCC)[C@H](O)c1cc(OC)c(OC)c(OC)c1"}